{"formula": "C31H57BN5O17Tl", "method": "the ωB97M-V functional and the def2-TZVPD basis", "symbols": ["Tl", "N", "O", "O", "O", "N", "O", "O", "O", "O", "C", "O", "B", "O", "C", "O", "O", "C", "O", "C", "O", "O", "C", "C", "C", "C", "C", "C", "N", "O", "C", "C", "C", "H", "H", "H", "H", "H", "H", "H", "H", "H", "H", "H", "H", "H", "H", "H", "H", "H", "H", "H", "C", "C", "C", "C", "C", "C", "N", "O", "C", "C", "C", "H", "H", "H", "H", "H", "H", "H", "H", "H", "H", "H", "H", "H", "H", "H", "H", "H", "H", "H", "C", "C", "C", "C", "C", "C", "N", "O", "C", "C", "C", "H", "H", "H", "H", "H", "H", "H", "H", "H", "H", "H", "H", "H", "H", "H", "H", "H", "H", "H"], "coordinates": [[30.370940, -22.408850, -3.937560], [27.300300, -22.669670, -0.181830], [26.650780, -23.134100, 0.719680], [28.434870, -23.043410, -0.457810], [26.751280, -21.795100, -0.821460], [25.419370, -20.228510, -4.524890], [24.761770, -21.204810, -4.119830], [26.573520, -20.425660, -4.510410], [24.948450, -19.199940, -4.956830], [23.991160, -16.441690, -1.399130], [25.183020, -16.367780, -1.178480], [25.886950, -17.291710, -0.605460], [27.336230, -16.862600, -0.382200], [27.322780, -15.470820, -0.909950], [26.117250, -15.127330, -1.278020], [25.764430, -13.986940, -1.698340], [28.237760, -17.613000, -1.211850], [29.013250, -18.311740, -0.468230], [29.830080, -19.127240, -0.863490], [28.642790, -17.951590, 0.994880], [27.842610, -17.062360, 0.983570], [29.184920, -18.347320, 2.037810], [23.892740, -18.413090, 4.211240], [22.929490, -19.659550, 4.151480], [22.098380, -20.017170, 5.398190], [20.894800, -19.117150, 5.501510], [20.068900, -19.227490, 4.285020], [20.874840, -18.728310, 2.913500], [22.073520, -19.647840, 2.963010], [22.785750, -19.589630, 1.767170], [20.001690, -19.118590, 1.702770], [21.045470, -17.154020, 2.937000], [23.743860, -20.979360, 4.021770], [24.254810, -18.311790, 5.234350], [23.412990, -17.478010, 3.922150], [24.821320, -18.552430, 3.657690], [21.858350, -21.079230, 5.448300], [22.784580, -19.929390, 6.240520], [21.168680, -18.067990, 5.612710], [20.243710, -19.547370, 6.262490], [19.287560, -18.479220, 4.418040], [19.647090, -20.225070, 4.162450], [19.071360, -18.553120, 1.649500], [20.578150, -18.976330, 0.788690], [19.743030, -20.177060, 1.731610], [21.755890, -16.919270, 2.144350], [20.208400, -16.590050, 2.525490], [21.275640, -16.761680, 3.927550], [24.358190, -21.200070, 4.894680], [24.565650, -20.906840, 3.309390], [23.104000, -21.843780, 3.844430], [23.328670, -18.851520, 2.053580], [27.444640, -28.355370, 2.026070], [26.073300, -28.992370, 2.345530], [26.257420, -30.403390, 3.010420], [26.408260, -30.241520, 4.547640], [25.240920, -29.486530, 5.140180], [24.919600, -28.135000, 4.523890], [25.042650, -28.126980, 3.019860], [24.713180, -26.937210, 2.420210], [23.482720, -27.638670, 4.992360], [25.926370, -27.014370, 5.070730], [25.437850, -29.329500, 0.962220], [27.218710, -27.474270, 1.425480], [28.097080, -29.123440, 1.610740], [27.936640, -27.956130, 2.913000], [25.498910, -31.161700, 2.816160], [27.192750, -30.889970, 2.733850], [27.383950, -29.841870, 4.824050], [26.225890, -31.139070, 5.138610], [25.497910, -29.295850, 6.182150], [24.378640, -30.153140, 5.126030], [23.339530, -28.067170, 5.984320], [23.336600, -26.559240, 5.032010], [22.688820, -28.032460, 4.357730], [25.987960, -26.037320, 4.591490], [25.692530, -26.842600, 6.121410], [26.967600, -27.326740, 4.990950], [26.105170, -30.039050, 0.473010], [25.476940, -28.474350, 0.287460], [24.485970, -29.860160, 0.982920], [25.356150, -26.337200, 2.805140], [33.393220, -23.009490, 0.703860], [33.740040, -24.503430, 0.558480], [33.200570, -25.218850, 1.769910], [33.029560, -26.684090, 1.719610], [32.191790, -26.930890, 0.412090], [32.845180, -26.449500, -0.916970], [33.109640, -25.041620, -0.666050], [33.562710, -24.421390, -1.858010], [34.080740, -27.415140, -1.085680], [31.773010, -26.706920, -2.058390], [35.268660, -24.607190, 0.699990], [32.318540, -22.828200, 0.687260], [33.787010, -22.481560, -0.164670], [33.666520, -22.570520, 1.663400], [33.833840, -24.838350, 2.571340], [32.383810, -24.623260, 2.177690], [32.569030, -27.124410, 2.603990], [33.991170, -27.127670, 1.461470], [31.224830, -26.429290, 0.450650], [31.865410, -27.970880, 0.413370], [34.952350, -27.027790, -1.613280], [34.463590, -28.045400, -0.282990], [33.761030, -28.143840, -1.830580], [30.901360, -26.065040, -1.930760], [32.055800, -26.678590, -3.110690], [31.299330, -27.673530, -1.886880], [35.690720, -24.879930, -0.267260], [35.620860, -25.320620, 1.445020], [35.807200, -23.660030, 0.731070], [34.452440, -24.780020, -1.894710]], "forces_ev_per_angstrom": [[-0.1686, 0.1759, 0.5125], [0.5629, -0.1835, -0.1286], [-0.5177, -1.1711, 1.6264], [0.3676, -0.1610, -0.2277], [-0.3687, 1.5485, -1.5811], [-3.3750, -0.1353, -0.3056], [-1.3142, 0.2432, 0.2080], [5.5392, -0.3103, 0.1003], [-0.7027, 0.0779, 0.2019], [1.4344, 0.3175, -0.2112], [-1.7712, 0.9584, 0.5319], [1.8496, -1.3071, 1.0090], [-1.7533, 1.2826, -1.4320], [0.1740, -0.1685, 1.0186], [-1.8447, 4.2922, -2.3848], [1.3482, -4.2252, 1.6496], [-0.4955, 0.2183, -1.2328], [1.7385, -2.7049, 0.2521], [-0.6727, 0.8559, 0.5410], [7.0355, -5.3959, 3.2686], [-6.4282, 5.8847, -0.9273], [-0.6138, -0.2465, -2.1779], [-0.3526, -0.6016, 0.7769], [1.0316, -2.1102, -0.4018], [0.5850, 1.4612, 0.2021], [0.1599, -1.1331, 0.5642], [0.2325, 1.8441, -2.7571], [-2.2189, -1.5034, 2.2321], [-2.0434, 1.0442, -0.0714], [0.0523, 0.3344, 0.9708], [0.7352, -0.2608, 0.0201], [0.5453, -1.1039, -0.7421], [1.6013, 0.3327, -0.2934], [-0.2150, 0.1017, 0.1610], [0.0247, -0.1042, 0.0113], [-0.2148, -0.1368, -0.4476], [-0.4184, 0.0676, -0.6184], [0.0049, 0.4112, 0.1918], [0.0160, -0.0927, 0.7030], [0.1324, 0.7928, 0.7661], [-0.5359, -0.2674, -0.3127], [0.0591, 0.0520, -0.2751], [0.1702, 0.1598, 0.1668], [-0.1482, 0.1875, -0.0983], [0.0584, -0.0523, 0.1495], [0.8068, 0.2102, 0.4540], [-0.6875, -0.6120, 0.4055], [0.3430, 0.0566, -0.2731], [-0.4854, 0.2398, 0.6939], [-0.4692, -0.0770, -0.7658], [0.0501, 0.2281, -0.2713], [1.2902, 0.5245, -1.2871], [-0.8181, 0.4991, 1.2222], [-1.3194, -1.0112, -1.5743], [0.5310, 0.5850, 2.2864], [-0.9063, -0.2901, -0.0758], [0.2131, 1.0334, -0.1381], [0.0083, 3.2457, -0.8981], [-0.0653, -3.1809, 1.9016], [0.4523, -0.2204, -0.0049], [0.6476, -0.9250, -0.5480], [0.2398, -1.0823, 0.2890], [1.1930, -0.2383, -0.4214], [0.5227, -0.2258, -0.5644], [-0.0804, 0.4113, -0.4837], [0.0477, -0.1703, 0.2592], [-0.4766, 0.5235, -0.2597], [0.0567, 0.3698, -0.7544], [-0.0534, 0.1981, -0.0423], [1.0014, -0.8148, -0.6202], [-0.3167, 0.0368, 0.2125], [-0.2532, 0.1967, -0.1286], [-0.0919, 0.2177, 0.1468], [0.3899, -0.0391, -0.0371], [0.1333, -0.1778, -0.1289], [-0.8579, 0.0525, -0.2690], [0.1152, 0.0920, 0.0433], [0.0680, -0.5055, 0.2386], [0.2805, -0.2062, -0.0233], [-0.6272, 0.1611, 0.1727], [-0.1870, 0.5783, 0.3377], [0.1756, 0.9457, -0.1745], [-0.9909, -0.0865, -0.7069], [0.2938, 0.4295, 0.5594], [-0.3668, 2.3062, 2.2547], [-0.5423, -0.0861, -2.5086], [-1.0796, -0.2327, 0.8073], [0.2383, -1.6888, 1.7228], [-1.1351, 0.4700, -0.3700], [0.2919, -0.1710, 0.6002], [-0.0976, -0.2607, -2.0337], [-0.0911, 0.2578, 0.9367], [0.9649, -0.1817, -2.1617], [-0.2519, -0.3750, -0.2573], [0.3140, 0.3017, 0.3324], [0.7425, -0.1778, -0.1666], [0.9098, -0.7255, 0.1988], [-1.3938, -0.7015, -0.7159], [0.1440, 0.0150, -0.1460], [0.1721, -0.3041, 0.7297], [-0.0460, 0.4779, 0.4005], [0.5202, -0.3397, -0.5887], [0.1362, 0.6377, 0.2168], [-0.3595, 0.6165, 0.4962], [-0.1969, -0.3163, 0.0058], [0.2253, 0.6044, 0.1099], [0.5801, 0.1741, 0.2072], [0.4888, -0.3704, 0.0405], [0.1524, -0.8652, -0.2589], [-0.0207, 0.1850, -0.1005], [-0.4338, 0.3054, 1.0053], [0.6762, 0.2036, -0.7374]], "total_charge": 0, "molar_mass_g_mol": 987.01, "lumo_energy_ev": -6.60, "energy_ha": -2964.942404, "homo_energy_ev": -8.29}